(1)
Density functional theory data (ωB97M-V with the def2-TZVPD basis set) for C31H21N5O2PdS2 as an isolated structure.

Structure (XYZ):
```
62
C31H21N5O2PdS2 ωB97M-V with the def2-TZVPD basis set
Pd 0.0423 0.5267 -0.3866
C 4.6909 1.9999 -1.3336
O 3.7853 3.1037 -1.3352
C 2.5782 2.6009 -1.0039
N 2.5095 1.3599 -0.7343
C 3.8335 0.7990 -0.8234
C 3.8652 -0.4258 -1.7026
C 2.7758 -0.7596 -2.4976
C 2.8026 -1.9173 -3.2548
C 3.9152 -2.7408 -3.2298
C 5.0075 -2.4013 -2.4481
C 4.9821 -1.2503 -1.6856
C 1.4087 3.4609 -0.8966
C 1.4990 4.8435 -0.8009
C 0.3319 5.5780 -0.6488
C -0.8789 4.9076 -0.5912
C -0.8804 3.5202 -0.7106
N 0.2428 2.8048 -0.8616
C -2.0905 2.7186 -0.7321
N -2.0639 1.4537 -0.9424
C -3.4304 0.9731 -0.9990
C -4.2467 2.2188 -0.5507
O -3.2994 3.2863 -0.5671
C -3.6970 -0.2474 -0.1553
C -2.9696 -0.5026 1.0000
C -3.2701 -1.6108 1.7758
C -4.2718 -2.4831 1.3892
C -4.9946 -2.2340 0.2345
C -4.7170 -1.1147 -0.5272
H 5.5280 2.2331 -0.6729
H 5.0574 1.8451 -2.3542
H 4.1336 0.5051 0.1926
H 1.8918 -0.1185 -2.5064
H 1.9491 -2.1830 -3.8606
H 3.9298 -3.6521 -3.8062
H 5.8773 -3.0390 -2.4216
H 5.8225 -0.9867 -1.0586
H 2.4662 5.3178 -0.8379
H 0.3633 6.6533 -0.5731
H -1.8137 5.4294 -0.4783
H -3.6387 0.7180 -2.0478
H -4.6317 2.1068 0.4706
H -5.0672 2.4595 -1.2268
H -2.1759 0.1795 1.3044
H -2.7353 -1.7927 2.6954
H -4.4944 -3.3477 1.9955
H -5.7750 -2.9125 -0.0794
H -5.2960 -0.9089 -1.4160
S 0.5722 0.5835 1.8955
C 0.1136 -1.0405 2.2853
C -0.2124 -1.3377 3.6093
C -0.5541 -2.6252 3.9882
C -0.9394 -2.8820 5.3226
N -1.2577 -3.0467 6.4121
C -0.5174 -3.6678 3.0294
C -0.1783 -3.3842 1.7175
C 0.0883 -2.0740 1.3132
S 0.3854 -1.7688 -0.3609
C -0.8554 -4.9788 3.4248
N -1.1358 -6.0429 3.7496
H -0.2215 -0.5342 4.3322
H -0.1383 -4.1738 0.9806
```

orbital gap (alpha / beta): 5.96 / 5.61 eV

Results of the Löwdin charge analysis, in e, for atoms 1 through 5: 0.447, -0.064, 0.020, -0.307, 0.110

***

(2)
Density functional theory data (ωB97M-V with the def2-TZVPD basis set) for C31H47Ge2N5O2PPdS2 as an isolated structure.

Structure (XYZ):
```
91
C31H47Ge2N5O2PPdS2 ωB97M-V with the def2-TZVPD basis set
Pd 0.2356 -0.3999 -0.3244
C -0.5698 3.7945 2.2264
C -1.9441 3.2462 1.9059
O -2.0782 1.8452 2.1942
P -1.3016 0.7238 1.2838
S -1.3995 -2.3250 -1.6068
S 0.5716 0.3630 2.0092
O -2.1908 -0.5624 1.7375
C -3.6230 -0.4815 1.8409
C -4.0454 -0.4424 3.2927
H -0.5261 4.8479 1.9430
H 0.2078 3.2554 1.6817
H -0.3520 3.7026 3.2914
H -2.1986 3.4266 0.8592
H -2.6997 3.7280 2.5217
H -4.0107 -1.3741 1.3467
H -3.9921 0.3921 1.3001
H -3.6468 -1.3087 3.8256
H -5.1363 -0.4606 3.3653
H -3.6718 0.4631 3.7713
C -2.3948 -4.2770 1.5461
C -1.1512 -3.4619 1.8992
Ge -0.1619 -2.7898 0.3570
C 0.6292 -4.4760 -0.3602
C 0.8846 -4.6443 -1.8622
C -2.7886 -1.2279 -1.5074
C -2.7428 0.0663 -1.8389
Ge -0.8852 0.7600 -2.1526
C -0.5890 2.6867 -1.7217
C -1.6578 3.7661 -1.9429
C -0.3979 0.4827 -4.0346
C -1.2405 1.2506 -5.0614
C -4.0112 0.8430 -1.9495
C -5.1675 0.4811 -1.2477
C -6.3473 1.1958 -1.3864
C -6.4063 2.3004 -2.2273
C -5.2695 2.6802 -2.9245
C -4.0908 1.9601 -2.7812
H -2.8662 -4.6729 2.4496
H -2.1631 -5.1254 0.8985
H -3.1363 -3.6648 1.0268
H -0.4044 -4.0795 2.4143
H -1.3867 -2.6204 2.5468
H -0.0751 -5.2411 -0.0181
H 1.5533 -4.6356 0.2072
H 0.0013 -4.4105 -2.4552
H 1.1638 -5.6758 -2.0887
H 1.6911 -4.0076 -2.2266
H -3.7299 -1.7443 -1.3317
H 0.3161 2.9451 -2.2845
H -0.3046 2.6816 -0.6687
H -1.8690 3.9278 -3.0025
H -1.3189 4.7222 -1.5306
H -2.6019 3.5119 -1.4590
H -0.4523 -0.5938 -4.2147
H 0.6567 0.7639 -4.1201
H -2.2804 0.9172 -5.0544
H -0.8564 1.0977 -6.0738
H -1.2321 2.3294 -4.8715
H -5.1451 -0.3671 -0.5748
H -7.2258 0.8907 -0.8310
H -7.3281 2.8579 -2.3329
H -5.2942 3.5441 -3.5780
H -3.2107 2.2603 -3.3336
C 2.9824 1.7862 -0.2983
C 3.3392 0.3609 -0.5506
N 2.5082 -0.6272 -0.8068
C 3.2833 -1.7571 -0.9818
C 4.5930 -1.4507 -0.8294
N 4.6206 -0.0998 -0.5493
C 5.8047 0.6634 -0.2197
N 6.4570 0.0684 0.9188
N 7.7927 -0.1763 0.8952
N 8.1503 -0.6482 2.0305
C 7.0276 -0.7243 2.8408
C 6.8876 -1.1735 4.1575
C 5.6248 -1.1414 4.7019
C 4.5135 -0.6794 3.9609
C 4.6365 -0.2321 2.6653
C 5.9317 -0.2609 2.1298
H 1.9119 1.8988 -0.4199
H 3.4870 2.4519 -1.0017
H 3.2315 2.0928 0.7200
H 2.8379 -2.7133 -1.1852
H 5.4897 -2.0482 -0.8684
H 5.5001 1.6817 0.0025
H 6.5240 0.6733 -1.0324
H 7.7456 -1.5300 4.7131
H 5.4712 -1.4798 5.7190
H 3.5335 -0.6827 4.4225
H 3.7733 0.1065 2.1036
```

relative energy (zero: lowest compared OMol25 entry of this formula, charge and spin): 11.9 kcal/mol
2S+1: 4
orbital gap (alpha / beta): 6.52 / 6.43 eV

Results of the Löwdin charge analysis, in e, for atoms 1 through 5: 0.168, -0.096, -0.287, -0.353, 0.403

***

(3)
Density functional theory data (ωB97M-V with the def2-TZVPD basis set) for C32H17BrF15GeN2ORhS as an isolated structure.

Structure (XYZ):
```
71
C32H17BrF15GeN2ORhS ωB97M-V with the def2-TZVPD basis set
Rh -0.9225 1.0777 1.6629
O -5.3602 -1.7744 -1.3995
C -4.2910 -1.2341 -0.8335
C -3.0943 -1.9147 -0.5960
C -2.0644 -1.2486 0.0214
N -2.1544 0.0450 0.3877
C -3.3069 0.6784 0.1438
Br -3.3383 2.4837 0.7062
C -4.3940 0.1102 -0.4603
H -5.2392 -2.7104 -1.6067
H -2.9741 -2.9555 -0.8660
H -1.1326 -1.7444 0.2599
H -5.3085 0.6593 -0.6327
C -0.8282 2.1857 -2.3901
N 0.2652 1.2544 -2.7887
C 1.3542 1.9950 -3.5023
C 0.7697 0.4038 -1.6230
C 1.3785 1.2016 -0.5063
C 2.6900 1.6670 -0.6429
C 3.3092 2.4247 0.3409
C 2.6312 2.7281 1.5118
C 1.3450 2.2266 1.6739
C 0.7310 1.4644 0.7007
H -1.2048 2.6836 -3.2799
H -0.4204 2.9140 -1.6943
H -1.6173 1.6115 -1.9153
H -0.1260 0.5938 -3.4609
H 1.7724 2.7337 -2.8261
H 0.9194 2.4867 -4.3687
H 2.1168 1.2872 -3.8170
H 1.4952 -0.2792 -2.0633
H -0.0896 -0.1622 -1.2762
H 3.2448 1.4244 -1.5419
H 4.3223 2.7746 0.1953
H 3.0985 3.3222 2.2866
H 0.8198 2.4531 2.6141
F -2.0276 -1.1422 5.6396
C -1.1123 -2.0140 6.0914
C 0.2182 -1.8687 5.7236
C 1.1281 -2.7778 6.2459
F 2.4299 -2.6742 5.9629
C 0.7330 -3.8042 7.0834
F 1.6153 -4.6622 7.5709
C -0.6063 -3.9272 7.4180
F -0.9942 -4.9029 8.2152
C -1.5395 -3.0286 6.9264
F -2.8164 -3.1498 7.2595
Ge 0.6943 -0.3997 4.5649
S -0.5476 -0.8136 2.7225
C 0.2141 1.2522 5.4425
C -0.6901 2.1962 4.9943
F -1.2955 2.0516 3.7791
C -1.0161 3.3238 5.7185
F -1.8823 4.2129 5.2495
C -0.4148 3.5177 6.9518
F -0.7097 4.5886 7.6599
C 0.4995 2.5976 7.4400
F 1.0706 2.7999 8.6118
C 0.8007 1.4833 6.6772
F 1.6967 0.6114 7.1442
C 2.5260 -0.4081 3.9739
C 3.4007 0.6604 4.0685
F 3.0080 1.8272 4.6032
C 4.6885 0.6045 3.5682
F 5.4841 1.6674 3.6292
C 5.1322 -0.5571 2.9616
F 6.3535 -0.6151 2.4643
C 4.2884 -1.6516 2.8547
F 4.7123 -2.7596 2.2637
C 3.0063 -1.5569 3.3594
F 2.2079 -2.6236 3.2323
```

relative energy (zero: lowest compared OMol25 entry of this formula, charge and spin): 0.0 kcal/mol
net charge: +2
orbital gap (alpha / beta): 6.62 / 6.62 eV

Results of the Löwdin charge analysis, in e, for atoms 1 through 5: 0.676, 0.150, -0.279, 0.048, -0.154

***

(4)
Density functional theory data (ωB97M-V with the def2-TZVPD basis set) for a 2-piece molecular cluster, C8H22NSi overall.

Structure (XYZ):
```
32
C8H22NSi ωB97M-V with the def2-TZVPD basis set
C 3.3790 0.7133 -2.9307
C -2.9596 -0.6238 2.1221
C -2.0348 -2.1387 0.1592
C -0.6719 1.7937 1.0230
C 2.2079 0.1160 -2.1419
C 1.6372 0.9074 -1.0201
C 0.2327 0.3154 -0.7073
C -2.5441 -0.8740 0.7483
N -0.2487 0.5036 0.6257
Si 0.5566 -0.4604 2.0734
H 4.3083 0.5765 -2.3266
H 3.2671 1.7665 -3.2561
H 3.3137 0.0045 -3.7279
H -2.6026 -1.5176 2.6634
H -2.4725 0.3119 2.4214
H -4.1078 -0.3891 2.2039
H -1.5463 -2.6664 0.9570
H -1.1709 -1.9771 -0.5184
H -2.8276 -2.6265 -0.4759
H -1.8771 2.0283 0.9484
H -0.3337 2.0958 2.0738
H -0.2457 2.5092 0.2849
H 1.5571 -0.1464 -2.9327
H 2.5852 -0.8588 -1.7217
H 2.3020 0.8836 -0.0173
H 1.4511 1.9161 -1.3212
H -0.5042 0.6883 -1.4608
H 0.2493 -0.7081 -1.0106
H -2.8915 -0.1796 -0.0380
H 1.1816 -1.5079 1.4867
H -0.6397 -0.8313 2.8837
H 1.4501 0.3755 2.9323
```

relative energy (zero: lowest compared OMol25 entry of this formula, charge and spin): 62.3 kcal/mol
net charge: +1
orbital gap (alpha / beta): 7.14 / 7.14 eV

Results of the Löwdin charge analysis, in e, for atoms 1 through 5: -0.094, -0.090, -0.046, -0.179, -0.311

***

(5)
Density functional theory data (ωB97M-V with the def2-TZVPD basis set) for a 3-piece molecular cluster, C5H10 overall.

Structure (XYZ):
```
15
C5H10 ωB97M-V with the def2-TZVPD basis set
C 0.7676 1.2655 0.6431
C 0.2126 0.4069 -0.5491
C -1.2448 0.4485 -0.6680
C 0.8309 -0.9279 -0.1252
C -0.0752 -1.9624 0.4304
H 0.1959 1.0905 1.5358
H 0.6347 2.3397 0.3144
H 1.8086 0.8290 0.8213
H 0.5027 0.8313 -1.5377
H -1.7431 -0.0836 -1.4977
H -1.5350 1.5633 -0.8876
H -1.8000 0.2574 0.3367
H 2.2541 -1.2041 -0.2126
H 0.7951 -2.8010 0.7981
H -1.6042 -2.0529 0.5980
```

relative energy (zero: lowest compared OMol25 entry of this formula, charge and spin): 141.3 kcal/mol
orbital gap: 9.80 eV

Results of the Löwdin charge analysis, in e, for atoms 1 through 5: -0.095, -0.533, -0.172, -0.232, -0.089

***

(6)
Density functional theory data (ωB97M-V with the def2-TZVPD basis set) for a 2-piece molecular cluster, C3H8O5 overall.

Structure (XYZ):
```
16
C3H8O5 ωB97M-V with the def2-TZVPD basis set
C -1.6631 -0.3377 -0.4440
O -1.4191 1.3190 -0.2528
O -1.3577 1.7436 1.0339
H -0.4064 1.2163 1.4320
H -1.7264 -0.8509 0.5153
H -2.6921 -0.1774 -0.7658
H -1.1616 -0.8318 -1.2725
C 1.3766 -1.5381 0.0553
C 0.9436 -0.1137 0.2516
O 1.4159 0.6419 -0.7639
O 1.2489 2.0436 -0.5755
O 0.6607 0.3487 1.3733
H 0.2793 2.1647 -0.6566
H 0.6728 -2.2085 0.5453
H 2.3513 -1.6575 0.5245
H 1.4773 -1.7622 -1.0001
```

relative energy (zero: lowest compared OMol25 entry of this formula, charge and spin): 122.0 kcal/mol
SMILES: CC(=O)OO.COO
orbital gap: 9.59 eV

Results of the Löwdin charge analysis, in e, for atoms 1 through 5: 0.048, -0.283, -0.155, 0.105, 0.084